# 1
Computed, not measured: C5H8O3 as an isolated structure at a distorted geometry, with ωB97M-V with the def2-TZVPD basis set.

- Electronic energy: -420.70130 a.u.
- Net charge: 0
- Orbital gap: 9.4 eV
- Highest occupied orbital energy: -8.599 eV
- LUMO energy: 0.029 Ha
- Relative energy (zero: lowest compared OMol25 entry of this formula, charge and spin): 9.654 eV

Element x y z (Å)
C 0.310 2.561 -0.351
C -0.337 0.768 0.976
C 0.598 -0.428 -0.014
C -0.288 -2.443 -0.465
C -0.594 -0.676 0.902
H 0.633 3.150 0.593
H 1.078 1.768 -0.583
H 0.088 3.288 -1.479
H 0.115 1.317 1.727
H 0.179 -0.469 -1.165
H -0.190 -2.244 -1.639
H -0.376 -3.731 -0.365
H -0.085 -1.103 1.838
O -0.784 1.625 0.004
O 1.061 -1.836 -0.033
O -1.408 -1.547 0.053

Forces on the atoms, in the same order (eV/Å):
C 0.290 0.247 -1.753
C -0.618 -0.317 -4.616
C -0.920 -1.806 -1.653
C 1.371 -0.788 -2.528
C 0.914 -0.444 -0.844
H -0.678 -0.539 -1.820
H -0.032 1.512 -0.122
H 0.274 -2.393 4.127
H 0.921 0.187 2.194
H 0.717 1.957 2.839
H -0.915 -0.619 2.356
H 0.147 4.153 0.563
H -1.424 0.079 -1.219
O 0.129 0.418 0.313
O -1.937 -0.479 0.485
O 1.762 -1.167 1.679



# 2
Computed, not measured: the molecule C5H8O3 at a distorted geometry, with ωB97M-V with the def2-TZVPD basis set.

- Electronic energy: -420.83219 a.u.
- SMILES string: C1OCOC2(CC2)O1
- Net charge: 0
- Orbital gap: 9.7 eV
- Highest occupied orbital energy: -8.719 eV
- LUMO energy: 0.034 Ha
- Relative energy (zero: lowest compared OMol25 entry of this formula, charge and spin): 6.092 eV

Element x y z (Å)
C 1.426 -1.174 -0.137
C 1.374 1.187 -0.030
C -0.585 0.111 0.005
C -1.905 0.016 -0.556
C -1.811 -0.145 1.081
H 1.508 -1.784 0.689
H 2.229 -1.453 -0.968
H 1.851 1.888 0.591
H 1.674 1.498 -1.092
H -2.165 -0.819 -1.370
H -2.186 0.896 -1.285
H -1.964 0.702 1.858
H -1.446 -1.270 1.292
O 1.978 0.047 0.551
O -0.074 1.332 -0.233
O 0.096 -1.033 -0.395

Forces on the atoms, in the same order (eV/Å):
C 3.261 1.981 0.693
C 1.680 1.588 -2.271
C -3.838 -0.887 -0.086
C -2.415 -0.247 -2.585
C 3.386 -0.783 -2.134
H 0.537 -2.345 1.309
H -2.447 0.591 1.001
H -0.533 1.811 0.959
H 0.486 -1.270 1.125
H 0.644 0.868 2.797
H 0.126 -0.788 2.709
H -0.064 -1.891 -1.548
H -2.004 2.674 0.292
O -2.741 -0.718 -2.465
O 3.070 -0.330 1.682
O 0.853 -0.256 -1.478



# 3
Computed, not measured: the molecule C5H8O3S2 at a distorted geometry, with ωB97M-V with the def2-TZVPD basis set.

- Electronic energy: -1217.23755 a.u.
- Net charge: 0
- Orbital gap (spin up / spin down): 8.2 / 6.9 eV
- Highest occupied orbital energy (spin up / spin down): -9.521 / -8.335 eV
- LUMO energy (spin up / spin down): -0.050 / -0.054 Ha
- Relative energy (zero: lowest compared OMol25 entry of this formula, charge and spin): 2.551 eV

Element x y z (Å)
C 0.573 1.509 0.559
C -0.676 1.331 1.314
C -0.843 0.620 -1.403
C 1.216 0.217 0.151
C 1.368 -2.416 -0.342
O 1.133 2.588 0.433
O -1.967 -0.920 0.382
O -2.937 1.395 -0.088
S 0.788 -1.211 0.902
S -1.803 0.488 0.039
H -0.669 0.905 2.316
H -1.110 2.292 1.448
H -0.781 1.527 -1.863
H -0.386 -0.332 -1.661
H 1.998 0.073 -0.617
H 0.715 -2.403 -1.291
H 0.887 -3.311 0.198
H 2.494 -2.351 -0.478

Forces on the atoms, in the same order (eV/Å):
C 2.971 -0.383 0.552
C -1.901 -0.341 -0.683
C 0.520 -3.213 2.598
C -0.650 0.602 -1.260
C -1.682 -1.031 0.363
O -0.531 -0.479 -0.337
O -0.160 1.126 -0.517
O 0.706 -0.921 0.100
S 0.649 -0.352 -0.188
S -0.652 0.765 0.915
H 0.326 -0.648 -0.264
H -0.483 0.855 -0.089
H 0.218 2.145 -1.394
H -0.368 0.456 -0.678
H -0.449 0.872 0.492
H 1.367 0.538 1.243
H 1.734 0.549 -0.955
H -1.615 -0.539 0.102



# 4
Computed, not measured: a 2-piece molecular cluster, C5H8O4 overall at a distorted geometry, with ωB97M-V with the def2-TZVPD basis set.

- Electronic energy: -496.26241 a.u.
- Net charge: -2
- Orbital gap: 7.5 eV
- Highest occupied orbital energy: -0.853 eV
- LUMO energy: 0.244 Ha
- Relative energy (zero: lowest compared OMol25 entry of this formula, charge and spin): 1.726 eV

Element x y z (Å)
C 0.170 1.299 -1.073
C 0.561 2.718 -0.868
O 0.791 2.815 0.367
O 0.781 3.495 -1.809
H 0.675 1.016 -1.992
H -0.922 1.224 -1.001
H 0.636 0.813 -0.248
C -0.198 -1.009 1.258
C 0.776 -1.317 0.100
C -1.609 -1.645 0.916
O -2.097 -1.662 -0.249
O -2.179 -2.181 1.890
H 0.117 -1.452 2.160
H -0.521 0.002 1.493
H 1.738 -0.922 0.147
H 0.498 -0.854 -0.907
H 0.783 -2.339 -0.182

Forces on the atoms, in the same order (eV/Å):
C -0.325 0.413 -1.072
C 0.985 -0.802 1.457
O 0.256 2.458 0.817
O -0.204 0.929 -0.459
H -0.688 -0.688 -0.560
H 0.269 -0.571 -0.505
H -0.248 -0.136 0.063
C -1.558 -0.597 -2.353
C -2.116 1.329 -1.954
C -0.513 -1.141 -0.434
O 1.131 0.709 0.216
O -0.129 -0.042 1.130
H 0.417 -0.630 1.095
H 0.903 0.556 -0.434
H 2.081 0.447 0.892
H -0.421 -0.848 1.652
H 0.159 -1.387 0.450